[1]
{"formula": "C26H34CsIN2O5SSi", "method": "ωB97M-V with the def2-TZVPD basis set", "elements": ["Cs", "I", "C", "C", "C", "C", "C", "C", "C", "C", "C", "C", "H", "H", "H", "H", "H", "H", "C", "C", "C", "C", "C", "C", "C", "S", "O", "O", "O", "H", "H", "H", "H", "H", "H", "H", "C", "N", "C", "C", "C", "N", "C", "C", "O", "H", "H", "H", "H", "H", "H", "H", "H", "H", "H", "H", "H", "C", "Si", "C", "C", "O", "H", "H", "H", "H", "H", "H", "H", "H", "H"], "positions_angstrom": [[-0.946, -0.369, 1.340], [3.400, 0.300, 0.783], [3.952, -1.674, 0.269], [5.275, -2.010, 0.342], [5.667, -3.335, 0.055], [4.727, -4.267, -0.279], [3.352, -3.928, -0.354], [2.375, -4.897, -0.682], [1.058, -4.530, -0.732], [0.675, -3.194, -0.478], [1.551, -2.166, -0.160], [2.918, -2.590, -0.089], [6.012, -1.271, 0.627], [6.716, -3.607, 0.113], [5.021, -5.292, -0.489], [2.686, -5.920, -0.875], [0.296, -5.272, -0.961], [-0.397, -2.996, -0.537], [-2.555, -6.543, -2.987], [-2.857, -5.645, -1.816], [-2.934, -6.160, -0.522], [-3.140, -5.327, 0.564], [-3.277, -3.959, 0.374], [-3.226, -3.436, -0.906], [-3.017, -4.277, -1.992], [-3.407, -2.887, 1.805], [-2.056, -2.899, 2.362], [-4.385, -3.524, 2.671], [-3.806, -1.593, 1.263], [-2.844, -7.575, -2.781], [-1.485, -6.535, -3.210], [-3.080, -6.215, -3.886], [-2.816, -7.228, -0.367], [-3.191, -5.723, 1.571], [-3.347, -2.368, -1.042], [-2.961, -3.856, -2.990], [-0.030, 4.475, 1.162], [1.333, 4.995, 1.115], [1.552, 6.035, 0.133], [2.891, 6.713, 0.330], [3.961, 5.647, 0.437], [3.638, 4.745, 1.517], [4.716, 3.888, 1.965], [2.334, 4.306, 1.742], [2.111, 3.378, 2.504], [-0.655, 5.065, 1.837], [-0.066, 3.435, 1.458], [-0.463, 4.513, 0.163], [0.738, 6.760, 0.219], [1.491, 5.615, -0.882], [2.882, 7.305, 1.248], [3.096, 7.382, -0.508], [4.935, 6.095, 0.653], [4.061, 5.111, -0.520], [5.536, 4.504, 2.345], [5.098, 3.255, 1.155], [4.346, 3.238, 2.752], [-3.626, 1.160, -1.459], [-3.288, 2.488, -0.143], [-3.264, 4.147, -1.102], [-4.881, 2.543, 0.894], [-1.975, 2.236, 0.686], [-4.504, 1.386, -2.074], [-3.803, 0.200, -0.962], [-2.765, 1.043, -2.125], [-4.130, 4.261, -1.763], [-2.360, 4.211, -1.716], [-3.258, 4.995, -0.409], [-5.764, 2.777, 0.289], [-4.805, 3.291, 1.689], [-5.038, 1.569, 1.366]], "lowdin_charge": [0.999, 0.873, -0.646, -0.204, -0.130, -0.078, -0.199, -0.091, -0.109, -0.189, -0.177, -0.302, 0.067, 0.082, 0.093, 0.088, 0.084, 0.045, -0.068, -0.298, -0.058, -0.055, -0.260, -0.057, -0.047, 0.362, -0.483, -0.355, -0.441, 0.066, 0.075, 0.069, 0.101, 0.113, 0.102, 0.109, -0.033, -0.081, -0.182, -0.170, -0.191, -0.103, -0.075, -0.490, 0.025, 0.095, 0.064, 0.075, 0.120, 0.127, 0.116, 0.108, 0.114, 0.129, 0.079, 0.065, 0.076, -0.185, 0.128, -0.205, -0.190, -0.580, 0.012, 0.000, 0.018, 0.004, 0.005, 0.006, 0.009, 0.009, 0.017], "charge": -2, "de_lowest_kcal_mol": 14.19, "homo_lumo_gap_ev": 5.3, "lumo_energy_ha": 0.143}

---

[2]
{"formula": "C26H34FN6O3RuS4", "method": "ωB97M-V with the def2-TZVPD basis set", "elements": ["Ru", "C", "C", "S", "C", "C", "S", "C", "C", "S", "C", "C", "S", "H", "H", "H", "H", "H", "H", "H", "H", "H", "H", "H", "H", "H", "H", "H", "H", "C", "C", "N", "C", "C", "C", "O", "O", "C", "O", "C", "C", "C", "F", "C", "C", "C", "N", "C", "C", "N", "C", "C", "H", "H", "H", "H", "H", "H", "H", "H", "H", "H", "H", "H", "H", "H", "H", "H", "H", "H", "N", "C", "N", "C", "N"], "positions_angstrom": [[1.644, 2.083, 2.001], [4.977, 0.739, 2.775], [5.202, 2.153, 3.267], [3.636, 2.939, 3.830], [3.971, 4.684, 3.346], [2.690, 5.492, 3.411], [1.298, 4.770, 2.445], [1.530, 5.513, 0.793], [2.699, 5.028, -0.041], [2.693, 3.211, -0.348], [4.503, 2.885, -0.206], [4.805, 1.407, -0.041], [3.901, 0.539, 1.302], [4.460, 0.157, 3.538], [5.933, 0.269, 2.543], [5.652, 2.779, 2.499], [5.862, 2.128, 4.136], [4.390, 4.684, 2.341], [4.709, 5.085, 4.043], [2.854, 6.510, 3.063], [2.319, 5.528, 4.435], [1.613, 6.589, 0.947], [0.586, 5.290, 0.296], [3.656, 5.291, 0.404], [2.630, 5.500, -1.022], [4.886, 3.465, 0.631], [4.960, 3.246, -1.128], [5.871, 1.260, 0.126], [4.505, 0.866, -0.937], [-5.094, 0.332, -1.638], [-4.575, -0.192, -0.301], [-3.129, -0.068, -0.192], [-2.633, 0.971, 0.503], [-1.304, 1.183, 0.669], [-0.667, 2.296, 1.463], [-0.087, 3.185, 0.791], [-0.633, 2.210, 2.704], [-0.320, 0.318, 0.089], [0.911, 0.484, 0.251], [-0.872, -0.790, -0.669], [-0.016, -1.723, -1.264], [-0.519, -2.833, -1.887], [0.341, -3.741, -2.397], [-1.903, -3.064, -1.970], [-2.746, -2.104, -1.439], [-2.271, -0.973, -0.766], [-2.483, -4.206, -2.538], [-1.770, -5.014, -3.502], [-2.797, -5.713, -4.394], [-3.682, -6.558, -3.551], [-4.375, -5.723, -2.535], [-3.318, -5.025, -1.685], [-6.172, 0.204, -1.683], [-4.646, -0.194, -2.477], [-4.877, 1.393, -1.735], [-4.853, -1.234, -0.144], [-5.029, 0.386, 0.506], [-3.354, 1.645, 0.942], [1.050, -1.575, -1.199], [-3.805, -2.256, -1.545], [-1.123, -5.767, -3.026], [-1.142, -4.382, -4.129], [-2.299, -6.335, -5.137], [-3.419, -4.975, -4.902], [-3.105, -7.260, -3.066], [-4.367, -7.052, -4.133], [-5.017, -6.349, -1.913], [-4.985, -4.985, -3.059], [-2.721, -5.786, -1.154], [-3.800, -4.406, -0.932], [-2.009, -1.888, 1.961], [-1.111, -1.527, 2.594], [-0.099, -1.188, 3.289], [0.737, -0.273, 3.316], [1.651, 0.463, 3.434]], "mulliken_spin": [0.868, 0.002, -0.005, 0.045, 0.005, -0.001, 0.138, -0.003, 0.000, -0.002, 0.001, 0.001, 0.007, -0.001, 0.001, -0.002, 0.002, -0.003, 0.003, 0.004, 0.000, 0.006, -0.002, -0.001, -0.001, -0.001, 0.001, 0.000, 0.000, 0.000, 0.000, 0.001, 0.001, 0.021, -0.019, 0.040, -0.042, -0.006, -0.027, -0.004, -0.003, 0.001, 0.000, 0.001, 0.000, 0.000, 0.000, 0.000, 0.000, 0.000, 0.000, 0.000, 0.000, 0.000, 0.000, 0.000, 0.000, -0.001, 0.000, 0.000, 0.000, 0.000, 0.000, 0.000, 0.000, 0.000, 0.000, 0.000, 0.000, 0.000, -0.002, 0.001, -0.006, -0.010, -0.006], "s_squared": 0.788, "spin_multiplicity": 2, "charge": 2, "homo_lumo_gap_ev": [6.1, 6.7], "lumo_energy_ha": [-0.240, -0.219]}

---

[3]
{"formula": "C26H34I2N5OReSSb", "method": "ωB97M-V with the def2-TZVPD basis set", "elements": ["Re", "C", "C", "N", "N", "C", "N", "S", "C", "C", "C", "C", "C", "N", "H", "H", "H", "H", "H", "H", "H", "H", "H", "I", "C", "C", "C", "I", "C", "C", "C", "C", "N", "C", "C", "O", "H", "H", "H", "H", "C", "C", "C", "Sb", "C", "C", "C", "C", "C", "C", "H", "H", "H", "H", "H", "H", "H", "H", "H", "H", "H", "H", "H", "H", "H", "H", "H", "H", "H", "H", "H"], "positions_angstrom": [[0.289, 0.214, -0.225], [-1.995, -2.878, 1.931], [-1.516, -1.687, 1.179], [-0.328, -1.593, 0.656], [0.502, -2.666, 0.846], [1.623, -2.570, 0.186], [2.514, -3.560, 0.252], [1.996, -1.228, -0.894], [-2.361, -0.528, 0.928], [-3.698, -0.446, 1.296], [-4.408, 0.710, 1.019], [-3.761, 1.765, 0.391], [-2.438, 1.621, 0.031], [-1.749, 0.495, 0.275], [-1.161, -3.394, 2.396], [-2.471, -3.583, 1.243], [-2.722, -2.597, 2.689], [2.300, -4.371, 0.812], [3.394, -3.517, -0.231], [-4.175, -1.276, 1.794], [-5.449, 0.790, 1.303], [-4.268, 2.695, 0.181], [-1.889, 2.415, -0.452], [0.636, 5.264, -1.284], [1.361, 4.194, 0.330], [2.100, 4.841, 1.351], [2.609, 4.168, 2.427], [3.690, 5.211, 3.862], [2.400, 2.758, 2.559], [2.866, 1.930, 3.598], [2.588, 0.583, 3.577], [1.831, 0.046, 2.534], [1.369, 0.798, 1.545], [1.657, 2.128, 1.547], [1.157, 2.845, 0.432], [0.478, 2.101, -0.459], [2.262, 5.907, 1.257], [3.445, 2.358, 4.406], [2.944, -0.068, 4.362], [1.595, -1.011, 2.498], [-3.021, 0.444, -4.565], [-2.352, 0.938, -3.289], [-2.231, 2.463, -3.284], [-0.438, 0.047, -2.860], [-0.545, -2.017, -3.457], [-1.697, -2.685, -2.712], [-0.616, -2.262, -4.957], [0.999, 1.074, -4.093], [0.504, 1.287, -5.519], [2.340, 0.345, -4.068], [-3.923, 1.032, -4.748], [-3.319, -0.602, -4.498], [-2.380, 0.558, -5.439], [-2.960, 0.617, -2.436], [-1.760, 2.818, -4.202], [-1.635, 2.862, -2.461], [-3.224, 2.915, -3.242], [0.399, -2.419, -3.079], [-2.666, -2.314, -3.052], [-1.634, -2.537, -1.629], [-1.683, -3.761, -2.895], [-1.543, -1.885, -5.390], [-0.582, -3.337, -5.146], [0.220, -1.814, -5.494], [1.108, 2.045, -3.600], [0.332, 0.344, -6.037], [1.265, 1.828, -6.084], [-0.413, 1.873, -5.565], [2.259, -0.670, -4.461], [2.769, 0.291, -3.067], [3.053, 0.879, -4.698]], "mulliken_spin": [0.948, -0.008, 0.061, -0.047, -0.008, 0.003, -0.009, -0.008, 0.019, 0.018, -0.004, 0.010, 0.003, 0.001, 0.002, 0.007, 0.002, 0.000, 0.001, 0.002, 0.000, 0.001, 0.005, 0.001, -0.005, -0.001, -0.002, 0.000, 0.004, -0.002, -0.002, -0.007, 0.011, 0.000, 0.007, 0.006, 0.000, 0.000, 0.001, 0.005, -0.001, -0.002, -0.001, -0.026, 0.006, 0.009, -0.001, -0.001, 0.000, 0.000, 0.000, 0.000, 0.000, 0.001, 0.000, 0.000, 0.000, -0.002, 0.000, -0.001, 0.000, 0.000, 0.000, 0.000, 0.001, 0.000, 0.000, 0.000, 0.001, 0.000, 0.000], "s_squared": 0.764, "spin_multiplicity": 2, "charge": 2, "homo_lumo_gap_ev": [5.9, 6.0], "lumo_energy_ha": [-0.272, -0.272]}